Molecular formula: C54H149N13O14
Method: DFT, the ωB97M-V functional and the def2-TZVPD basis

The value obtained for the LUMO energy is 0.48 eV. As for the HOMO energy: -8.4578 eV. For the molar mass, the calculation gives 1204.86 g/mol. Its charge is 0. The electronic energy comes out at -3911.618665 a.u. For the HOMO-LUMO gap, the calculation gives 8.9 eV. The calculation puts the energy above the lowest of the compared OMol25 structures with the same formula, charge and spin at 1.596 eV.

The geometry in XYZ format:
```
230
Properties=species:S:1:pos:R:3:forces:R:3
C 14.32698 18.97855 12.81372 -1.082 1.624 -1.502
C 15.27126 17.90910 13.11876 -0.551 -0.815 0.679
C 15.94884 17.23284 11.96378 0.143 -0.963 -0.398
O 15.02780 16.61705 11.03710 -0.136 1.333 1.255
C 15.67922 15.94950 10.03222 0.000 -1.214 -1.228
N 16.24940 18.50487 13.97130 1.409 0.122 0.604
H 13.70334 18.73773 11.95278 -0.422 -0.083 0.248
H 14.86230 19.88544 12.53254 0.213 0.109 -0.102
H 13.74590 19.25165 13.69456 -0.290 -0.217 -0.070
H 14.67756 17.19153 13.68506 -0.033 -0.800 -0.104
H 16.57161 16.41878 12.33466 0.064 -0.110 0.408
H 16.66820 17.91181 11.50592 -0.231 0.398 -0.551
H 16.01800 16.56429 9.19834 0.373 0.474 0.169
H 14.99904 15.24059 9.56010 -0.406 0.059 0.078
H 16.48576 15.30771 10.38674 0.446 0.183 0.222
H 15.77678 18.97296 14.73132 -0.051 0.216 0.089
H 16.80484 17.77435 14.39312 0.430 -0.201 0.051
C 13.92864 11.23361 21.89326 1.113 -0.731 -0.255
C 13.97790 12.58278 22.57188 -0.423 -0.099 -0.719
C 14.51354 13.64889 21.61588 0.180 -0.046 -0.046
O 13.91136 13.55979 20.35560 -1.060 -1.758 -0.482
C 14.63810 14.25082 19.41342 0.603 0.536 -0.739
N 12.59826 12.86839 22.91712 -1.055 0.985 -0.062
H 13.14440 11.27612 21.13742 0.143 -0.242 -0.079
H 13.75796 10.41252 22.58952 -0.406 0.173 0.187
H 14.86346 10.95308 21.40796 0.092 0.188 -0.097
H 14.58538 12.57068 23.47684 0.184 0.016 0.001
H 15.58486 13.50925 21.47134 0.357 0.158 0.277
H 14.27486 14.67766 21.88560 0.466 0.185 1.088
H 14.23492 14.15892 18.40490 -0.711 0.229 0.176
H 15.63884 13.85176 19.24808 0.489 -0.153 0.463
H 14.72512 15.27881 19.76524 0.124 0.360 -0.508
H 11.98822 12.18351 22.49414 0.016 -0.748 0.463
H 12.32664 13.61662 22.29544 -0.166 0.917 0.329
C 11.35966 12.09462 18.43420 1.874 0.383 -0.372
C 10.42604 13.04600 17.73632 -0.277 -2.264 -0.697
C 9.85545 12.42859 16.40558 0.575 1.093 -0.543
O 10.92954 12.45809 15.47700 0.273 -0.075 0.077
C 10.62442 12.21391 14.11050 0.143 0.030 0.975
N 9.42974 13.32037 18.70694 -0.909 1.264 0.071
H 12.21968 11.89422 17.79522 -0.027 -0.544 -0.258
H 10.91478 11.16344 18.78502 -0.209 0.065 -0.174
H 11.83096 12.61542 19.26772 -0.295 -0.039 0.320
H 10.94140 13.96376 17.45310 0.004 -0.025 -0.017
H 9.03912 13.03631 16.01524 -0.196 0.682 0.071
H 9.39098 11.44250 16.40688 0.351 -0.539 0.778
H 9.85282 11.44927 14.02076 0.015 -0.215 -0.157
H 11.57402 11.87500 13.69638 -0.233 0.006 -0.422
H 10.27357 13.12783 13.63116 -0.002 0.108 -0.192
H 8.88678 12.49358 18.91116 -0.239 0.044 0.004
H 8.85690 14.04733 18.30260 -0.785 -0.015 0.460
C 18.59011 14.99061 24.25400 -0.598 1.125 -0.985
C 18.24970 13.76552 23.35676 2.091 2.553 0.677
C 18.91814 13.97498 22.02722 -0.508 -0.130 -1.800
O 18.26134 15.00179 21.26962 -0.207 -0.689 -0.007
C 18.63836 14.96968 19.89720 0.641 0.329 0.427
N 18.88920 12.66243 24.00480 -0.807 -1.697 0.026
H 18.18672 14.92355 25.26438 -0.281 0.121 -0.134
H 18.32542 15.91077 23.73308 -0.922 0.238 0.307
H 19.65080 15.22369 24.34712 0.450 -0.988 0.019
H 17.17488 13.65276 23.21472 0.071 -0.235 0.131
H 18.89862 13.03114 21.48234 -0.466 -0.312 -0.260
H 19.98992 14.17342 22.03044 0.312 0.411 0.758
H 19.68896 15.25601 19.84842 0.302 -0.060 -0.282
H 18.08738 15.70222 19.30736 -0.281 -0.021 0.335
H 18.53916 13.98720 19.43568 -0.182 -0.217 0.109
H 18.38844 12.61881 24.88084 0.436 -0.614 0.459
H 19.84846 12.91043 24.20074 0.068 -0.002 0.163
C 19.30206 15.63600 11.60986 0.107 -1.120 -0.837
C 19.63988 14.31709 12.37318 0.684 1.309 -0.295
C 20.35686 13.24868 11.55358 -1.019 -0.791 -0.615
O 20.25242 11.95665 12.15608 -1.139 0.593 0.633
C 20.87448 10.97494 11.38782 1.108 -0.036 0.127
N 20.47848 14.70723 13.45398 0.807 0.268 1.997
H 18.57740 16.28965 12.09538 -0.001 -0.462 0.218
H 18.92788 15.33547 10.63120 -0.307 0.300 -0.157
H 20.17512 16.25966 11.41776 0.314 -0.227 0.126
H 18.73294 13.93954 12.84540 -0.278 -0.444 -0.451
H 21.42640 13.42108 11.43316 0.073 0.652 -0.153
H 19.86238 13.17122 10.58530 0.199 0.065 -0.434
H 20.61724 11.02427 10.32975 -0.382 -0.144 -0.072
H 20.69831 9.98905 11.81802 -0.347 0.110 -0.117
H 21.94796 11.15243 11.45284 0.417 -0.136 -0.176
H 20.83295 13.88955 13.92922 0.126 -0.131 0.126
H 21.31664 15.19714 13.17542 -0.053 0.280 -0.425
C 16.31526 17.30097 20.64994 -0.652 0.681 1.673
C 15.54370 18.27415 21.64690 1.026 0.410 -0.885
C 16.38522 18.41836 22.92268 -0.564 0.044 -0.662
O 15.74540 19.31130 23.77542 -0.700 0.428 0.730
C 16.40894 19.51274 25.01554 -0.253 -0.044 -1.142
N 15.34898 19.59391 21.01376 0.634 -0.292 0.172
H 15.85786 17.24139 19.66236 0.007 0.086 0.081
H 16.41712 16.32042 21.11496 -0.438 -0.159 -0.188
H 17.35790 17.61251 20.58701 -0.079 0.476 -0.311
H 14.54986 17.94678 21.95220 0.017 -0.909 0.062
H 17.36103 18.85128 22.70248 0.435 -0.391 -0.298
H 16.43700 17.43940 23.39920 0.425 -0.283 0.070
H 16.50324 18.57691 25.56638 -0.366 -0.063 0.346
H 15.80290 20.28240 25.49348 0.385 -0.219 0.452
H 17.43172 19.83765 24.82468 0.166 0.414 0.096
H 14.91170 20.22034 21.67442 0.048 0.068 0.252
H 14.69178 19.48485 20.25464 0.089 0.093 -0.192
C 8.75116 16.15480 13.70178 0.350 -0.226 -0.929
C 9.88085 16.31018 14.72406 0.118 -1.655 -1.170
C 11.21700 16.72539 14.07150 -0.123 -0.493 -0.351
O 12.28482 16.89230 14.97334 0.223 -0.238 0.936
C 12.82800 15.65943 15.48122 -0.409 0.510 -0.003
N 9.49478 17.27311 15.69284 -0.119 0.935 0.650
H 7.82456 15.72761 14.08522 0.057 0.448 0.485
H 8.99386 15.47709 12.88332 0.509 -0.237 0.028
H 8.56254 17.08641 13.16828 -0.267 0.307 0.294
H 9.96752 15.32881 15.19044 0.316 -0.137 0.284
H 11.00568 17.68371 13.59708 0.331 0.297 -0.001
H 11.61688 16.06841 13.29912 -0.557 -0.425 -0.366
H 13.06138 14.94577 14.69108 0.304 0.180 -0.380
H 12.14366 15.10833 16.12624 -0.309 0.219 0.180
H 13.70806 15.92175 16.06840 0.035 -0.087 -0.204
H 9.46954 18.12086 15.14440 -0.629 0.702 0.071
H 10.29963 17.46659 16.27154 0.198 -0.221 0.409
C 10.53676 18.62637 19.56746 -0.335 0.789 0.261
C 11.37268 17.66271 18.75286 0.640 1.614 -0.200
C 12.89262 17.82406 19.14070 -0.801 0.311 0.015
O 13.53238 19.09301 18.85292 -1.482 -0.691 -0.646
C 13.49574 19.38423 17.45460 0.063 0.433 0.295
N 10.85764 16.35227 19.01814 0.514 -0.630 0.239
H 10.65024 18.43658 20.63478 0.206 -0.009 0.045
H 9.46614 18.54827 19.37839 -0.058 -0.393 -0.271
H 10.75180 19.67548 19.36442 0.379 0.034 0.031
H 11.20876 17.90735 17.70338 0.457 0.239 -0.177
H 13.54478 17.06260 18.71296 -0.238 -0.444 -0.107
H 12.83372 17.72079 20.22421 0.648 0.009 0.112
H 12.48292 19.41961 17.05328 -0.082 -0.208 0.071
H 14.08474 18.66680 16.88322 0.058 -0.196 -0.076
H 13.90000 20.38563 17.30670 0.234 -0.088 0.186
H 9.98620 16.30923 18.50936 -0.251 -0.449 0.086
H 11.48646 15.65912 18.63838 -0.040 -0.366 -0.064
C 17.82152 11.44743 9.20622 0.541 0.283 -0.370
C 17.40026 10.97111 10.58732 -1.099 -0.041 0.795
C 16.47112 11.93249 11.34544 -1.139 0.553 -0.372
O 15.11110 11.67011 11.03364 -1.210 0.712 -1.469
C 14.16562 12.72833 11.27564 0.780 -0.352 1.099
N 16.74782 9.65058 10.48216 0.671 0.183 -0.339
H 18.42503 10.68814 8.70886 -0.198 -0.274 0.029
H 18.47388 12.32064 9.20018 0.021 0.180 0.499
H 17.02570 11.74201 8.52213 -0.458 -0.340 0.211
H 18.25260 10.96874 11.26676 0.361 -0.584 -0.333
H 16.70802 12.95319 11.04520 0.164 0.372 0.302
H 16.46664 11.81897 12.42950 1.004 0.049 0.319
H 14.51314 13.75144 11.13224 0.477 -0.080 -0.643
H 13.96074 12.73145 12.34620 -0.431 -0.163 0.357
H 13.23134 12.58839 10.73194 0.280 -0.348 -0.135
H 16.17696 9.45413 11.29188 0.233 -0.104 0.536
H 16.01334 9.77316 9.79980 -0.050 -0.029 -0.481
C 21.28720 20.40032 14.52624 0.797 0.342 -0.026
C 20.88975 18.97664 14.68328 -1.955 -1.683 -0.048
C 19.88548 18.76872 15.83876 1.639 0.197 1.322
O 19.71288 17.42929 16.31592 -0.092 -0.306 0.026
C 20.71160 16.74254 17.08216 0.277 0.745 -0.955
N 20.30146 18.46188 13.43714 0.149 -0.388 -0.907
H 20.45752 21.06942 14.29812 -0.029 0.007 0.185
H 22.01870 20.46244 13.72054 -0.132 0.098 -0.169
H 21.82780 20.69037 15.42718 -0.253 0.419 0.094
H 21.77648 18.38735 14.91684 0.119 -0.123 -0.155
H 18.91994 19.17611 15.53896 -0.167 -0.288 0.143
H 20.25590 19.27565 16.72978 -0.073 0.775 0.039
H 20.39426 15.71427 17.25553 -0.336 0.246 0.075
H 20.94542 17.24235 18.02216 -0.239 0.129 0.157
H 21.63466 16.67836 16.50600 0.220 -0.009 -0.046
H 19.86604 17.55174 13.48362 0.701 -0.708 0.748
H 19.47505 18.93894 13.10616 0.072 1.211 0.233
C 19.62560 12.07566 16.50621 -0.960 0.687 1.854
C 20.91108 12.86040 16.16678 -1.868 -1.361 -0.237
C 22.00718 12.81937 17.18658 0.415 0.083 1.562
O 21.63648 13.58832 18.32131 -1.302 0.990 -0.204
C 22.55544 13.72324 19.36104 0.879 -0.482 -0.093
N 21.37952 12.21649 14.96502 1.376 0.229 -0.805
H 19.14174 12.46964 17.39992 0.170 0.007 0.547
H 19.73946 11.00372 16.66768 0.625 -0.029 0.031
H 18.77256 12.13651 15.83040 0.494 0.398 -0.881
H 20.65666 13.90641 15.99580 0.007 0.067 -0.157
H 22.93514 13.18788 16.74930 0.146 0.219 -0.177
H 22.21362 11.82368 17.57910 -0.034 -0.579 -0.378
H 22.22392 14.33966 20.19664 -0.720 0.085 -0.368
H 23.47366 14.19401 19.00984 0.319 -0.066 -0.123
H 22.78726 12.74595 19.78443 0.248 -0.228 0.069
H 20.60925 11.93543 14.37530 -0.079 -0.011 -0.186
H 21.83822 11.36028 15.24180 0.207 -0.207 -0.159
C 12.93340 9.29471 15.71376 -0.155 1.126 0.116
C 13.49336 8.49552 14.54296 -0.308 2.176 0.045
C 14.09874 9.44630 13.40932 -0.120 -1.175 0.191
O 14.63130 8.62271 12.33776 -1.166 0.152 -0.080
C 13.65154 7.81262 11.72366 -0.693 -1.185 -0.914
N 14.49864 7.60804 15.04824 0.461 -0.397 -0.655
H 13.71410 9.80578 16.27716 0.408 -0.625 0.213
H 12.31590 8.70102 16.38780 0.255 -0.166 0.022
H 12.34568 10.17960 15.46956 -0.520 -0.171 -0.673
H 12.65356 7.93129 14.13740 0.100 0.013 -0.332
H 14.97562 10.03512 13.67850 0.118 -0.285 0.767
H 13.40508 10.21738 13.07408 -0.550 -0.324 -0.469
H 12.80010 8.26813 11.21804 -0.226 1.191 0.679
H 13.23854 7.02314 12.35156 0.092 0.192 0.513
H 13.96986 7.24012 10.85246 1.411 0.157 0.146
H 15.08822 8.15125 15.66260 -0.026 0.089 0.305
H 15.08622 7.50493 14.23324 0.507 -0.905 -0.161
C 16.60296 16.34616 16.59868 -0.928 0.416 1.642
C 17.34482 15.33933 15.75942 -0.261 -0.200 1.065
C 16.50584 14.19602 15.18754 0.802 0.838 0.669
O 15.76378 13.59518 16.24028 -0.421 -0.848 -0.839
C 15.00094 12.52019 15.68364 -0.648 -0.117 0.276
N 18.08064 16.07290 14.79142 -0.365 -0.085 -1.721
H 16.26588 15.92534 17.54600 -0.338 -0.487 -0.037
H 15.73990 16.86594 16.18268 -0.098 -0.378 -0.580
H 17.21082 17.16297 16.98784 0.660 -0.014 -0.479
H 18.04676 14.84569 16.43150 0.157 -0.312 0.563
H 17.22206 13.45801 14.82636 0.005 -0.200 -0.493
H 15.91364 14.58188 14.35778 -0.513 -0.137 -0.100
H 15.52112 11.91116 14.94434 0.468 0.315 -0.224
H 14.07554 12.89014 15.24218 -0.045 0.232 -0.340
H 14.65314 11.78006 16.40430 0.359 0.431 0.659
H 18.66176 16.70138 15.32754 0.039 0.129 -0.068
H 18.76702 15.48618 14.33894 0.203 -0.221 -0.210
C 15.29206 10.08895 18.74036 0.597 -0.101 0.921
C 16.55385 9.61868 18.04010 -0.344 0.308 0.020
O 16.26880 8.68291 17.00499 0.345 0.242 -0.077
H 15.53244 10.84513 19.48768 0.252 0.289 -0.194
H 14.96722 9.26044 19.36976 -0.785 -0.091 -0.337
H 14.52902 10.52768 18.09739 0.012 -0.458 0.025
H 17.21908 9.14227 18.76024 0.153 0.204 0.121
H 17.06124 10.48077 17.60714 0.166 -0.160 -0.268
H 16.25378 7.79679 17.37398 -0.059 -0.065 0.080
```
Positions in Å, forces in eV/Å.

Results of the Löwdin charge analysis, in e, for atoms 1 through 6: C -0.07; C -0.49; C -0.17; O -0.16; C -0.16; N 0.06